ORCA calculation (ωB97M-V/def2-TZVPD) on a molecular structure, C32H44BKN4O2P2S3.

XYZ file:
```
89
Properties=species:S:1:pos:R:3:lowdin_charge:R:1
P -2.788 -2.268 1.731 0.79
S -0.754 1.736 2.422 0.45
H 6.274 -2.520 -4.123 0.10
B -2.306 -6.065 -2.880 -0.50
C 1.007 -3.501 1.581 -0.30
N -1.162 2.047 -0.588 0.04
C 1.368 3.644 -4.434 -0.16
C -2.612 5.167 2.632 -0.29
C -2.104 2.192 1.482 -1.16
H -3.738 -1.547 3.890 0.04
H -1.934 -4.478 2.052 0.05
H -1.424 4.963 -1.345 0.07
H 4.212 0.301 -0.352 0.05
H 0.053 4.707 -3.158 0.09
C 1.549 1.285 -4.001 -0.05
C 3.366 0.804 -0.829 -0.25
H 1.968 -4.961 -4.210 0.13
C 0.695 1.354 -2.848 -0.42
C -1.877 4.061 -1.769 -0.06
H -1.249 -6.582 -3.211 -0.03
C -1.730 6.315 4.568 -0.11
H -4.395 -3.751 0.680 0.02
H -2.822 3.892 -1.258 0.05
C -3.221 -1.065 3.051 -0.32
C 4.311 -2.681 -3.288 -0.02
H -0.446 -4.225 3.974 0.07
H -3.630 5.318 4.511 0.11
C -0.570 6.628 3.868 -0.12
H -2.984 -4.029 3.405 0.07
O 1.716 -0.495 0.710 -0.70
C 0.468 3.731 -3.382 -0.09
H -2.335 -0.534 3.405 -0.01
C 1.887 2.386 -4.750 -0.15
H -2.051 4.248 -2.829 0.07
N 1.189 -2.632 -1.754 0.21
C 2.916 -4.438 -4.199 -0.02
C 2.893 1.606 1.727 -0.27
H 1.232 -1.399 4.716 0.03
H 1.953 0.304 -4.234 0.09
H 3.641 1.799 -1.192 0.06
C -0.978 2.851 -1.573 -0.27
H -3.884 -0.310 2.622 0.00
H 2.962 0.224 -1.659 0.02
C 5.155 -4.120 -5.018 -0.10
H -1.258 -2.739 4.480 0.07
C 1.575 -2.030 3.894 -0.29
H 1.384 -4.348 2.166 0.04
C 5.335 -3.059 -4.140 -0.09
H -5.018 -3.186 2.257 0.03
C -0.429 6.199 2.556 -0.09
O 0.560 0.342 -2.096 -0.25
C 3.949 -4.806 -5.046 -0.08
C -2.022 -5.165 -1.592 -0.30
N -2.262 2.353 0.211 -0.11
H 4.427 -1.850 -2.604 0.11
H 3.238 2.616 1.486 0.05
C -2.737 5.586 3.955 -0.06
C -1.443 5.475 1.943 -0.04
H 3.808 -5.631 -5.734 0.10
S -3.638 2.602 2.385 0.79
H 1.830 -3.027 1.042 0.02
H 2.176 1.658 2.545 0.01
C 2.037 -2.971 -2.449 -0.12
H -1.322 5.111 0.930 0.10
H -1.841 6.631 5.600 0.09
K -0.494 -1.008 -0.281 0.51
H 1.639 4.525 -5.002 0.07
H 2.400 -1.517 3.393 0.02
H 5.958 -4.412 -5.685 0.10
P 0.226 -2.242 2.662 0.82
H 3.731 0.947 1.973 0.05
C -4.473 -2.896 1.354 -0.31
N -1.795 -4.508 -0.666 0.07
H -3.643 4.468 0.887 0.06
C -2.170 -3.680 2.759 -0.45
C 0.078 2.640 -2.594 -0.10
H 0.482 6.411 2.008 0.10
H 2.564 2.272 -5.593 0.08
H 1.933 -2.984 4.296 0.03
C -3.697 4.366 1.971 -0.47
S 1.988 0.931 0.322 0.79
H -5.029 -2.107 0.843 0.03
H -4.679 4.724 2.292 0.07
C -0.943 -3.319 3.606 -0.45
C 3.102 -3.374 -3.319 -0.21
H 0.224 7.186 4.350 0.09
H -2.734 -5.351 -3.768 -0.03
H -3.124 -6.922 -2.582 -0.03
H 0.288 -3.877 0.845 0.01
```

Properties
LUMO level, eV: 3.7
Multiplicity: 1
Highest occupied orbital energy, Eh: -0.0666
Electronic energy, eV: -112039.951
Net charge: -2
Max |F|, hartree/bohr: 0.0160
Orbital gap, eV: 5.53
Energy above the lowest of the compared OMol25 structures with the same formula, charge and spin, kcal per mole: 10.75

---

ORCA calculation (ωB97M-V/def2-TZVPD) on a molecular structure, C32H44BrCuN3P2S in a non-equilibrium geometry.

XYZ file:
```
84
Properties=species:S:1:pos:R:3:mulliken_spin:R:1
H -0.963 -2.892 -1.092 0.00
H -4.921 -1.332 -2.722 0.00
H -3.650 0.779 -5.110 0.00
C -5.382 1.663 2.423 0.00
H 0.519 4.542 1.853 0.00
C 3.403 -6.184 5.852 0.00
H 0.067 -3.087 -2.516 0.00
C 3.567 0.833 -1.042 0.06
C -3.092 0.745 -3.047 0.00
H -1.688 -3.176 -2.701 0.00
C -0.882 -2.663 -2.163 0.00
H -2.945 -2.037 -0.445 0.00
H -0.935 -2.528 2.690 0.00
S -1.639 4.015 3.399 0.00
C -4.277 3.177 3.984 0.00
C -0.867 -1.167 -2.445 0.00
C 4.923 0.219 -1.404 0.04
H -4.116 -0.714 -0.421 0.00
H -6.264 1.076 2.147 0.00
C 2.293 -3.611 3.342 0.00
H -4.226 1.104 0.648 0.00
H 2.812 1.301 -5.000 -0.01
H 1.318 2.268 -5.074 0.00
H -4.139 0.834 -2.717 0.00
P 3.024 2.018 -2.327 0.59
H -2.003 0.198 -4.864 0.00
H -2.155 -0.777 1.327 0.00
N 0.063 3.787 1.344 0.00
H 1.535 1.366 0.741 0.00
H 5.361 -0.274 -0.531 0.00
H 1.631 -4.949 5.669 0.00
C 0.979 -1.591 2.340 0.00
N 4.583 -6.550 5.352 0.00
P -2.212 -0.155 -1.725 0.00
H 3.517 4.852 -2.678 0.00
C -4.261 1.661 1.587 0.00
C 1.679 -2.681 2.850 0.00
Cu -0.963 1.155 -0.514 -0.01
H 5.628 0.986 -1.745 0.00
C 1.720 -0.499 1.868 0.00
H 2.690 5.619 -1.313 0.00
H -3.690 -2.616 -2.839 0.00
H 6.010 -6.336 3.849 0.00
H 2.795 -0.451 2.030 0.00
H 3.642 1.381 -0.094 0.00
H 3.075 -6.655 6.784 0.00
H 1.241 0.507 -5.205 0.00
C -3.140 2.415 1.957 0.00
H -4.973 -2.726 -1.635 0.00
C 3.257 4.733 -1.620 0.04
H 1.545 0.178 -2.867 -0.01
C -3.161 3.177 3.155 0.00
H 4.823 -0.535 -2.193 0.00
C 3.052 -4.635 4.024 0.00
N -1.944 2.529 1.267 0.00
H 0.058 -0.743 -2.025 0.01
H -0.850 -0.959 -3.522 0.00
H -4.239 3.771 4.895 0.00
C 1.615 1.226 -3.183 0.10
H -6.268 2.394 4.257 0.00
H 4.707 -4.618 2.591 0.00
C -0.281 0.213 0.889 -0.01
C -4.299 -2.025 -2.143 0.00
H 0.698 1.746 -2.851 0.02
H -3.396 -0.862 -4.508 0.00
C 2.590 -5.227 5.222 0.00
H 4.181 4.720 -1.030 0.00
H -2.664 1.761 -3.028 0.00
C -1.082 -0.739 1.472 0.00
C 5.035 -6.008 4.222 0.00
Br -0.892 3.161 -1.751 0.01
H 2.803 0.056 -0.920 0.02
C 4.301 -5.044 3.513 0.00
C -5.387 2.410 3.610 0.00
H 2.377 3.218 -0.322 0.01
C -3.464 -1.307 -1.081 0.00
C -3.019 0.167 -4.455 0.00
C 1.757 1.332 -4.703 0.04
C -1.119 3.376 1.847 0.00
H 1.391 3.648 -1.736 0.01
C 2.425 3.473 -1.389 0.09
H 0.119 3.778 0.323 0.00
C 1.047 0.478 1.133 0.01
C -0.413 -1.693 2.237 0.00
```

Properties
LUMO level (spin up / spin down), eV: -8.3 / -8.9
Multiplicity: 2
Highest occupied orbital energy (spin up / spin down), Eh: -0.4780 / -0.4780
Electronic energy, eV: -182445.204
Net charge: +2
Max |F|, hartree/bohr: 0.0777
Orbital gap (spin up / spin down), eV: 4.71 / 4.06
Energy above the lowest of the compared OMol25 structures with the same formula, charge and spin, kcal per mole: 5.49

---

ORCA calculation (ωB97M-V/def2-TZVPD) on a molecular structure, C32H44BrN3OsP2S in a non-equilibrium geometry.

XYZ file:
```
84
Properties=species:S:1:pos:R:3:mulliken_spin:R:1
C 0.389 1.037 5.046 0.07
Br -0.706 -2.123 1.954 0.03
H -4.070 0.548 1.755 0.00
C 0.628 2.764 -0.036 0.06
H 4.141 -1.005 -1.173 0.00
H 3.653 0.529 2.635 0.00
C -1.967 1.725 5.168 0.03
H -0.076 -5.842 -1.116 0.00
H -1.702 1.862 -2.349 0.00
N -3.069 0.426 1.825 0.07
H 5.184 -1.488 2.550 0.00
H -0.466 2.066 8.184 0.00
C -0.386 7.938 -4.898 0.29
H -2.643 -0.420 1.440 -0.01
H 3.722 -4.546 1.978 0.00
H 1.460 1.125 6.909 0.00
H -0.442 -5.687 -2.849 0.00
H -4.971 -3.323 -0.384 0.00
C -2.459 -1.994 -2.608 0.07
C -4.241 -4.029 0.026 0.02
C -0.846 6.213 -6.372 0.28
C -0.585 1.823 7.131 0.12
C 2.126 -1.383 -0.403 0.04
H -1.858 -0.201 -0.867 -0.01
C -0.714 5.247 -5.361 0.25
H 3.060 0.422 -1.206 0.00
C -2.719 -1.999 -4.114 0.02
H 2.998 -4.014 0.460 0.00
C -0.236 7.048 -3.822 0.25
H 1.314 1.662 1.699 0.00
C -0.125 3.897 -2.080 -0.05
C -2.443 1.024 2.852 0.00
H 4.490 -3.241 1.063 0.00
H -4.414 -4.105 1.105 0.00
H -1.548 -1.422 -2.384 0.03
H 3.869 0.777 0.902 0.00
H -3.307 -1.547 -2.069 -0.01
C 0.081 -5.219 -2.004 0.01
H -1.799 -2.192 -4.676 0.00
H 2.168 -2.472 -0.547 0.00
H 1.178 0.613 4.390 0.00
H 3.158 -2.482 3.140 0.00
C -0.197 2.804 -1.167 0.07
H -4.419 -5.015 -0.417 0.00
C -2.810 -3.563 -0.219 0.08
P 2.340 -1.026 1.398 0.01
H 1.097 -1.080 -0.645 -0.01
C 0.540 1.642 0.812 0.05
H -3.458 -2.759 -4.389 0.00
H -1.087 5.907 -7.392 0.01
H 1.344 3.558 0.185 0.01
S -3.398 1.759 4.140 0.00
H 1.154 -5.216 -2.229 0.00
C -0.410 -3.789 -1.773 0.07
H -2.682 -2.508 0.069 0.03
N -1.130 0.950 3.123 0.11
P -2.248 -3.708 -1.968 0.65
H -0.260 9.010 -4.741 0.01
C -0.362 0.588 0.452 0.14
H -0.853 4.196 -5.595 0.00
H 5.442 -1.218 0.805 0.00
C -0.841 1.273 4.448 0.11
C -1.832 2.029 6.515 0.00
H -0.164 -3.429 -0.761 0.03
C 3.841 0.003 1.683 -0.01
H 0.005 7.426 -2.834 0.00
C 2.682 -2.672 2.166 0.01
C -1.086 1.760 -1.454 0.07
H 5.964 -0.009 1.981 0.00
C 3.521 -3.662 1.357 0.00
H -2.105 -4.160 0.379 -0.01
C 3.106 -0.670 -1.326 0.00
H 2.835 -0.899 -2.367 0.00
C -0.229 4.716 -2.981 0.13
C 0.508 1.312 6.413 -0.02
H 1.695 -3.111 2.372 0.00
C 5.175 -0.735 1.754 0.00
C -1.177 0.625 -0.654 0.04
H 0.028 -3.103 -2.515 0.00
H -3.101 -1.021 -4.425 0.00
H -2.696 2.420 7.045 0.00
N -0.679 7.509 -6.123 -0.05
Os 0.504 0.178 2.039 0.98
C -0.391 5.671 -4.056 -0.06
```

Properties
LUMO level (spin up / spin down), eV: -11.0 / -14.0
Multiplicity: 5
Highest occupied orbital energy (spin up / spin down), Eh: -0.6726 / -0.6481
Electronic energy, eV: -140245.225
Net charge: +4
Max |F|, hartree/bohr: 0.1485
Orbital gap (spin up / spin down), eV: 7.32 / 3.60
Energy above the lowest of the compared OMol25 structures with the same formula, charge and spin, kcal per mole: 29.37

---

ORCA calculation (ωB97M-V/def2-TZVPD) on 3 unconnected molecules or ions with the total composition C32H44F5N7O6P.

XYZ file:
```
95
Properties=species:S:1:pos:R:3:lowdin_charge:R:1
H -0.376 -2.749 0.926 0.10
C -1.387 2.914 -0.675 -0.06
H -0.597 0.268 -0.334 0.07
C -2.592 3.115 -2.841 -0.22
C -3.743 0.427 0.482 -0.23
H -5.479 1.973 -4.092 0.12
H 5.733 0.829 4.101 0.11
O 1.980 -0.653 3.040 -0.20
H -1.146 3.960 -0.467 0.14
F 2.870 2.360 -1.192 0.15
C -0.239 -0.672 -0.745 -0.19
C 0.636 -0.704 3.485 -0.21
C 6.437 0.013 4.150 -0.01
N 0.828 1.920 -2.063 0.07
C -3.245 -7.254 1.262 -0.06
H 3.041 0.684 4.225 0.07
C -3.169 -5.101 0.259 -0.15
C -3.253 -7.022 -1.137 -0.06
C -4.001 4.824 -3.663 -0.11
C 2.636 0.581 3.214 -0.11
H -3.501 -0.616 0.269 0.09
C -4.702 2.668 -3.793 -0.09
C 1.944 2.844 -2.049 -0.46
H -3.539 3.189 -0.381 0.14
C 7.394 -0.177 3.166 -0.07
C -2.723 2.529 -0.063 -0.19
H -1.165 -1.659 2.808 0.10
C -0.325 -1.123 2.361 -0.15
H -5.419 0.987 -0.737 0.07
H -3.278 -7.469 -2.121 0.11
N 5.397 -0.666 6.273 -0.35
C -2.804 4.465 -3.053 0.00
C -3.201 -5.643 -1.013 0.00
O -2.931 1.190 -0.418 -0.18
N 1.272 3.348 -6.094 -0.24
P -0.104 3.327 -5.414 0.77
C 1.252 0.531 -2.452 -0.11
H -5.810 -0.209 0.504 0.08
H 1.561 -1.845 -0.492 0.12
H 1.974 1.430 2.998 0.08
H 1.500 -0.398 0.530 0.11
H -1.178 2.851 -6.164 0.03
N -4.922 3.952 -4.031 0.09
C 8.292 -1.233 3.261 -0.07
H 2.105 0.285 -1.818 0.13
C -5.233 0.695 0.301 -0.05
H -0.622 2.263 -0.268 0.12
F -1.415 1.247 -4.511 -0.06
H 1.595 0.509 -3.488 0.13
C -0.320 2.296 -2.783 -0.25
H 1.802 4.194 -5.916 -0.01
H 0.487 -1.427 -2.623 0.13
H -3.264 -7.881 2.142 0.11
H -4.213 5.871 -3.856 0.12
C -3.274 -7.824 -0.004 -0.06
H -0.736 -0.223 1.886 0.10
H -2.077 5.213 -2.760 0.12
C 7.287 -1.925 5.333 0.00
O 4.608 0.248 6.136 0.06
H 1.149 -2.586 1.780 0.12
H 0.344 0.276 3.882 0.12
C 0.131 -0.475 -2.214 -0.16
H -0.758 -0.218 -2.799 0.10
H 7.442 0.503 2.327 0.11
C -3.546 2.186 -3.185 0.00
C 6.405 -0.867 5.215 -0.14
O -3.051 -3.177 1.524 0.07
N -1.368 2.736 -2.153 0.13
C 0.346 -2.018 1.305 -0.19
C -3.192 -5.877 1.404 0.00
H 9.041 -1.374 2.493 0.11
C 0.902 -1.221 0.124 -0.18
F 2.669 4.966 -1.311 0.13
H -1.097 -1.350 -0.691 0.10
H -3.313 -8.900 -0.108 0.11
H 3.472 0.613 2.510 0.08
H -0.554 4.485 -4.766 0.01
N -3.104 -3.639 0.403 -0.34
H 7.228 -2.588 6.182 0.12
O -3.098 -2.962 -0.611 0.05
F 2.519 2.949 -3.275 0.14
H 8.937 -2.925 4.413 0.11
H -3.418 0.634 1.508 0.12
H 0.952 4.200 -0.650 0.15
H -3.420 1.133 -2.981 0.13
F 0.835 4.870 -2.551 0.06
N -0.316 2.058 -4.168 -0.11
C 1.558 4.253 -1.556 -0.27
O 5.415 -1.425 7.217 0.09
H -2.608 2.651 1.023 0.14
H -3.187 -5.001 -1.880 0.12
H -3.168 -5.413 2.378 0.12
H 0.568 -1.409 4.320 0.12
C 8.237 -2.104 4.340 -0.06
H -5.600 1.491 0.950 0.08
```

Properties
LUMO level, eV: -4.5
Multiplicity: 1
Highest occupied orbital energy, Eh: -0.4197
Electronic energy, eV: -79473.889
Net charge: +1
Max |F|, hartree/bohr: 0.0150
Orbital gap, eV: 6.97

---

ORCA calculation (ωB97M-V/def2-TZVPD) on 8 unconnected molecules or ions with the total composition C32H44FN11O4PS2 in a non-equilibrium geometry.

XYZ file:
```
95
Properties=species:S:1:pos:R:3:lowdin_charge:R:1
H -5.559 1.798 2.372 0.10
H -5.279 -1.042 -0.021 0.14
C -5.499 4.890 4.368 -0.07
C -0.750 -0.221 3.522 -0.05
O -3.012 3.940 1.315 -0.22
C -0.516 5.811 6.001 -0.29
H 6.226 -2.856 -6.108 0.07
H -0.109 0.324 4.225 0.08
H -1.531 4.330 3.369 0.00
H 0.172 4.210 7.176 0.08
N -5.582 -0.455 3.566 0.16
F -4.047 -0.405 -3.051 0.13
H -8.027 -1.245 2.474 0.09
C -2.093 -3.721 4.434 -0.26
N -3.264 -0.728 -0.476 0.03
H 5.709 -1.253 -6.657 0.08
H -0.259 -2.096 2.509 0.07
C 5.374 -1.643 -4.620 -0.24
C -0.119 -1.274 0.119 -0.14
C 2.492 0.058 -0.045 0.03
C 9.394 0.042 -6.324 -0.06
N 9.135 -2.519 -6.766 0.13
H -1.268 5.033 7.803 0.08
H -2.342 -2.542 -1.152 0.14
H 5.475 -3.431 -0.747 0.09
H 10.200 0.214 -5.613 0.08
H -4.144 -2.525 -1.150 0.15
H 9.626 0.550 -7.258 0.08
N 5.309 -1.287 -3.528 0.13
H -0.987 -1.039 -1.880 0.12
H -6.575 1.308 0.939 0.14
C 0.132 -1.073 2.562 -0.18
H 0.685 -1.892 -0.287 0.06
H 9.554 -4.413 -10.311 0.08
C 9.245 -1.393 -6.569 -0.29
C -0.846 -0.424 -0.988 -0.04
C -2.152 -0.010 -0.351 -0.10
H 3.390 0.637 0.150 0.09
H 4.879 -2.881 -2.330 0.01
H -6.644 -2.280 2.046 0.08
C 5.457 -2.091 -6.011 -0.06
S -0.550 3.169 -1.897 0.90
H 1.127 -1.071 3.019 0.12
N 2.363 -3.061 -0.440 0.14
N -0.318 6.701 5.301 0.14
O -3.610 2.687 3.087 0.12
N -7.880 5.330 5.355 0.13
H -7.272 -1.204 0.824 0.07
H -0.240 0.438 -1.259 0.08
C -7.098 -1.293 1.902 -0.04
H -0.509 4.500 1.372 -0.01
H -4.184 -3.894 4.554 0.08
C -2.175 1.156 0.400 -0.12
C -3.348 2.766 1.919 -0.48
H -5.309 5.572 3.540 0.08
C -3.295 -1.493 -2.785 -0.42
N -1.034 1.998 0.551 0.11
C -4.469 0.704 0.906 -0.09
P -1.715 4.781 2.045 0.35
C 9.827 -2.333 -10.345 -0.29
H -3.496 -2.526 5.447 0.08
H -1.404 3.948 6.408 0.07
H 4.724 -4.592 -1.858 0.09
H 8.468 0.446 -5.917 0.08
H 2.023 0.379 -0.987 0.08
C -5.780 1.029 1.634 -0.03
C -4.416 -0.407 0.124 0.05
C -3.350 -3.570 5.173 -0.06
O -2.738 -2.038 -3.678 0.20
C -0.889 2.684 -0.462 -0.75
C -3.234 -1.945 -1.318 0.04
H -5.434 3.867 4.010 0.04
C 4.697 -3.565 -1.496 -0.05
C 3.390 -3.283 -0.907 -0.22
H -4.959 0.335 3.756 0.06
C -3.355 1.517 1.047 0.04
S -2.063 6.666 1.921 0.22
H 11.213 -3.871 -10.002 0.08
H -4.744 5.046 5.136 0.08
H -1.326 0.541 2.991 0.05
H -3.321 -4.175 6.077 0.09
O 1.721 1.161 1.891 0.07
C 1.477 0.289 1.085 -0.46
H 10.553 -3.811 -11.647 0.08
N 0.243 -0.406 1.242 -0.08
C -6.833 5.137 4.922 -0.27
H -0.884 -1.978 0.482 0.12
C -6.134 -0.252 2.444 -0.41
C -0.769 4.681 6.902 -0.07
H 4.498 -2.501 -6.325 0.08
H -1.397 -0.847 4.148 0.05
N -1.105 -3.839 3.858 0.14
H 2.705 -1.018 -0.118 0.03
N 9.443 -1.268 -10.151 0.12
C 10.317 -3.690 -10.591 -0.07
```

Properties
LUMO level, eV: -4.6
Multiplicity: 1
Highest occupied orbital energy, Eh: -0.4086
Electronic energy, eV: -92145.867
Net charge: +1
Max |F|, hartree/bohr: 0.0592
Orbital gap, eV: 6.52